[1]
Density functional theory data (ωB97M-V/def2-TZVPD) for a molecular structure, C9H26AgBF3N2O5S at a distorted geometry.

XYZ file:
```
48
Properties=species:S:1:pos:R:3:forces:R:3
Ag 0.425602 -0.446107 0.130271 0.7 2.0 1.1
B 1.298212 0.213183 2.604651 0.0 0.2 -0.3
H 2.199272 0.273463 2.014131 3.5 -0.1 -2.3
H 1.557442 0.214263 3.652041 0.9 -0.1 4.1
H 0.698202 1.070143 2.340371 -2.4 3.2 -0.7
H 0.698462 -0.652977 2.371581 -2.5 -4.3 -0.9
C 4.159252 2.279483 0.369211 -2.7 0.8 1.2
F 4.335852 1.252163 1.223611 0.5 0.1 -1.4
F 4.878562 3.302583 0.874771 0.3 -0.5 -0.9
F 4.475222 2.005763 -0.913679 0.9 -0.2 0.9
S 2.305512 2.818303 0.425361 -2.3 0.5 3.5
O 2.213542 4.089603 -0.268239 0.9 -0.3 -0.5
O 1.473882 1.783733 -0.204929 1.0 -0.3 -0.9
O 2.010522 2.915953 1.876821 1.6 0.4 -2.5
C -2.277608 -0.466047 -1.377809 0.3 0.4 -1.2
C -2.110088 0.834683 -0.591479 0.5 -0.3 0.3
C -3.143698 1.857273 -0.963869 0.1 1.2 0.6
O -2.911448 3.080183 -0.202669 1.0 -1.8 -0.7
C -3.911078 4.050343 -0.344079 0.0 -1.5 0.5
N -2.060088 0.416543 0.830091 -1.5 0.7 -0.7
H -3.290488 -0.722527 -1.688279 -0.4 0.4 0.3
H -1.908228 -1.341477 -0.843699 0.3 0.3 0.0
H -1.730918 -0.329027 -2.310789 0.2 -0.5 -0.1
H -1.196878 1.373003 -0.845149 0.6 -0.5 0.1
H -4.132488 1.429653 -0.797929 -0.6 0.3 0.1
H -3.005578 2.094093 -2.018829 -0.3 0.0 -0.3
H -3.645068 4.814893 0.385861 -0.3 0.3 -0.4
H -4.778398 3.467363 -0.034269 -1.0 0.9 0.0
H -4.013458 4.371843 -1.380539 0.0 0.4 0.0
H -2.508428 1.168433 1.333831 0.9 0.9 0.8
H -2.871678 -0.184277 0.850811 -0.1 -1.1 0.3
C 2.812102 -2.100927 0.029741 1.4 0.0 0.6
C 1.940382 -2.686187 -1.041529 -1.1 0.1 -0.5
C 0.706672 -3.461287 -0.484759 0.6 0.8 0.4
O -0.158878 -2.592007 0.303491 0.3 -2.5 -0.8
C -1.240548 -3.349667 0.839841 -0.7 0.6 -0.3
N 1.460952 -1.598647 -1.911179 -0.8 0.0 -0.5
H 3.832662 -2.477117 -0.041279 0.0 -0.5 0.2
H 2.447842 -2.252827 1.045781 0.0 0.1 -0.1
H 3.011342 -1.035487 -0.085359 -0.6 0.2 0.0
H 2.486752 -3.320607 -1.739449 0.2 -0.9 0.6
H 1.083692 -4.270237 0.140971 0.0 -0.1 0.2
H 0.109922 -3.912897 -1.277249 -0.1 0.1 -0.3
H -1.002188 -3.876307 1.763931 0.2 0.2 0.0
H -1.672268 -4.054387 0.129151 0.5 -0.4 -0.4
H -2.082698 -2.667867 0.958241 0.3 0.3 0.7
H 2.198742 -1.348777 -2.554079 0.6 0.6 0.4
H 0.831592 -2.029247 -2.573439 -0.7 0.0 -0.1
```
Forces are in eV/Å.

## Properties
Multiplicity = 1
Net charge = -1

---

[2]
Density functional theory data (ωB97M-V/def2-TZVPD) for 2 unconnected molecules or ions with the total composition C2H8NO at a distorted geometry.

XYZ file:
```
12
Properties=species:S:1:pos:R:3:forces:R:3
O 1.876167 1.559915 -0.989902 0.1 0.2 0.1
H 2.780077 1.435863 -1.306557 -0.1 -0.1 -0.1
H 1.877306 2.448911 -0.611222 0.0 -0.1 0.0
H -2.096086 -0.797569 1.208465 -0.1 0.3 0.0
C -1.135230 -1.276276 1.078211 -0.5 -0.3 0.9
C -0.234279 -0.587728 0.175144 0.1 -0.6 -0.9
N -0.552520 0.353144 -0.625957 -0.3 0.2 -0.1
H -1.341615 -2.325262 0.871950 0.3 -0.1 -0.6
H -0.637255 -1.360144 2.043719 0.1 0.3 0.2
H 0.786836 -0.923359 0.063717 0.4 0.2 0.5
H -1.519407 0.619032 -0.784240 0.0 0.2 0.3
H 0.196005 0.853470 -1.123324 0.0 -0.1 -0.1
```
Forces are in eV/Å.

## Properties
Energy above the lowest of the compared OMol25 structures with the same formula, charge and spin = 4.5 kcal per mole
Multiplicity = 1
Net charge = +1

---

[3]
Density functional theory data (ωB97M-V/def2-TZVPD) for C26H31N5O2S in the gas phase at a distorted geometry.

XYZ file:
```
65
Properties=species:S:1:pos:R:3:forces:R:3
C 2.935678 2.624920 -1.146991 0.0 0.1 0.0
C 3.098208 1.858291 -2.206707 0.0 -0.1 -0.2
C 2.225647 0.698141 -2.596578 0.4 0.1 -0.4
N 1.158839 0.445023 -1.672097 -0.6 -0.1 0.4
C -0.035095 1.096433 -1.615781 0.1 0.1 0.0
N -0.780048 0.618159 -0.653699 -0.2 0.7 -0.4
N -0.078646 -0.360230 -0.055718 0.6 -0.8 0.5
C 1.074895 -0.462233 -0.653911 0.0 0.0 0.0
C 2.130383 -1.459086 -0.315708 -0.2 -0.3 0.0
O 3.431484 -0.923707 -0.296431 0.2 0.2 0.1
C 3.742157 0.034356 0.642187 0.2 0.1 0.2
C 2.871420 0.444685 1.641346 -0.2 -0.3 -0.1
C 3.268733 1.426523 2.532633 0.0 0.0 0.0
C 4.520993 1.996618 2.431305 -0.1 0.1 0.0
C 5.402873 1.589343 1.437974 -0.1 -0.1 0.0
C 5.019016 0.600242 0.535491 -0.1 -0.2 0.0
C 5.955085 0.150792 -0.546151 -0.1 0.0 0.0
H 6.186368 0.978765 -1.215790 0.1 0.0 -0.1
H 5.508344 -0.652403 -1.122367 0.1 0.0 -0.1
H 6.891319 -0.204232 -0.117568 0.1 0.0 0.0
C 6.760093 2.215878 1.333822 -0.1 0.0 0.0
H 6.898170 2.673154 0.354740 0.1 0.1 -0.1
H 7.540220 1.466060 1.460817 0.1 0.0 0.0
H 6.889250 2.980407 2.095407 0.0 0.0 0.0
H 4.820519 2.765882 3.127851 0.0 0.1 0.1
H 2.586578 1.745189 3.306444 -0.1 0.0 0.1
H 1.884425 0.020357 1.731645 -0.1 0.0 0.0
H 2.162607 -2.234132 -1.091604 0.0 0.1 0.2
H 1.863922 -1.933672 0.636609 0.0 0.1 -0.1
S -0.509198 2.326594 -2.740731 -0.1 0.5 -0.1
C -2.296049 2.071578 -2.524109 0.6 -0.1 0.1
C -2.577043 0.586755 -2.757262 -0.2 0.2 -0.2
O -1.882204 -0.056370 -3.522077 0.1 -0.1 -0.1
N -3.631178 0.046643 -2.116421 -0.3 -0.2 -0.1
C -4.452913 0.658318 -1.097390 0.1 0.2 0.5
H -5.488484 0.349889 -1.280967 0.1 0.1 0.1
C -4.004393 0.137525 0.272816 -0.2 0.3 -0.1
N -4.168800 -1.302369 0.293962 -0.1 0.0 -0.2
C -4.431384 -1.946996 1.496787 -0.1 -0.2 0.2
C -3.742268 -3.091820 1.903186 0.1 0.1 -0.2
C -4.085882 -3.746732 3.071119 -0.1 -0.1 0.1
C -5.114180 -3.278625 3.869147 0.0 -0.1 0.1
C -5.801927 -2.140753 3.480092 0.0 0.0 0.0
C -5.471889 -1.486601 2.311242 0.0 0.1 0.0
H -6.041051 -0.617864 2.014773 -0.1 0.0 -0.1
H -6.611978 -1.764842 4.088722 -0.1 0.0 0.0
H -5.377018 -3.791568 4.781814 0.0 0.0 0.1
H -3.533716 -4.628227 3.364581 0.0 -0.1 0.0
H -2.916535 -3.465373 1.318274 0.1 0.0 -0.1
C -3.341078 -1.931577 -0.712159 -0.1 0.0 -0.3
H -2.274100 -1.717120 -0.550073 0.0 -0.1 0.0
C -3.755819 -1.398318 -2.089874 0.3 -0.4 -0.1
H -4.797627 -1.663765 -2.292925 0.0 0.0 0.0
H -3.112892 -1.810443 -2.867835 -0.1 0.0 0.1
H -3.504131 -3.009412 -0.696817 0.0 0.0 0.0
H -2.944174 0.400331 0.412732 -0.2 0.0 0.0
H -4.593852 0.596551 1.064474 0.0 0.0 0.0
H -4.405842 1.743965 -1.143476 0.0 0.0 0.0
H -2.543384 2.405702 -1.520748 -0.1 0.0 -0.1
H -2.793328 2.685646 -3.274609 0.0 0.0 0.0
H 2.838891 -0.204851 -2.673712 -0.1 0.1 -0.1
H 1.776042 0.900482 -3.577387 0.1 -0.2 0.1
H 3.913452 2.027415 -2.896046 0.2 0.1 -0.1
H 3.607336 3.435886 -0.929555 0.2 0.2 0.0
H 2.135157 2.480822 -0.440718 -0.2 -0.1 0.1
```
Forces are in eV/Å.

## Properties
Energy above the lowest of the compared OMol25 structures with the same formula, charge and spin = 41.6 kcal per mole
Multiplicity = 1
Structure (SMILES) = C=CCn1c(COc2cccc(C)c2C)nnc1SCC(=O)N1CCN(c2ccccc2)CC1

---

no.,E_LUMO (eV),energy (hartree),frontier orbital gap (eV)
1,2.33,-1713.68291,6.53
2,-4.61,-210.74587,11.84
3,0.65,-1831.78870,8.24